[1]
C38H85NO18 | wB97M-V/def2-TZVPD

Properties
SMILES: O=[N+]([O-])c1ccccc1.COCCOC.COCCOC.COCCOC.COCCOC.COCCOC.COCCOC.COCCOC.COCCOC
Total charge: 0
Total energy, eV: -79114.70100

Positions of all 142 atoms, in Å:
O 0.8992 -1.9997 0.1312
N 1.6514 -1.7043 -0.7780
O 2.2932 -2.5398 -1.3795
C 1.7403 -0.3223 -1.2237
C 2.1610 -0.0409 -2.5043
C 2.0423 1.2429 -3.0400
C 1.6028 2.2741 -2.2146
C 1.2941 2.0019 -0.8801
C 1.3103 0.7144 -0.3884
H 2.5930 -0.8940 -3.0153
H 2.4688 1.4230 -4.0176
H 1.5952 3.3066 -2.5363
H 0.8314 2.7686 -0.2720
H 0.8455 0.4151 0.5434
C 0.1669 -0.6025 3.8947
O 1.4266 0.0074 3.9711
C 2.2965 -0.4239 4.9724
C 3.6764 0.2065 4.8252
O 4.5174 -0.4980 5.7305
C 5.9032 -0.3091 5.4412
H -0.6194 0.0696 4.2546
H 0.0378 -1.5434 4.4363
H -0.1006 -0.8142 2.8567
H 2.4770 -1.5019 4.8539
H 2.0290 -0.3444 6.0335
H 3.6932 1.2737 5.0764
H 4.0904 0.0735 3.8203
H 6.1660 -0.3869 4.3872
H 6.3668 -1.0548 6.0835
H 6.1892 0.6742 5.8298
C 0.8432 3.0234 2.8008
O 0.2137 4.2597 3.1025
C 0.5988 4.8352 4.3281
C 1.9956 5.4080 4.3852
O 2.8796 4.3047 4.5818
C 4.2258 4.6715 4.4322
H 0.8294 2.4184 3.7100
H 1.8941 3.1416 2.5249
H 0.2873 2.5586 1.9904
H 0.4987 4.0822 5.1159
H -0.1096 5.6334 4.5563
H 2.0587 6.1018 5.2391
H 2.2906 6.0695 3.5639
H 4.5772 5.0978 5.3877
H 4.4859 5.3395 3.6087
H 4.8604 3.7815 4.3677
C -1.5247 -3.0228 -2.0606
O -2.1681 -4.1150 -2.6971
C -3.5501 -4.1764 -2.3596
C -4.1646 -5.4006 -2.9966
O -3.9271 -6.6800 -2.4494
C -2.5585 -6.9836 -2.3144
H -0.4541 -3.2081 -2.1610
H -1.7296 -3.0028 -0.9894
H -1.7229 -2.0618 -2.5359
H -4.0148 -3.2610 -2.7276
H -3.7001 -4.2746 -1.2776
H -3.8113 -5.4525 -4.0385
H -5.2355 -5.2689 -3.1554
H -2.1701 -6.3904 -1.4747
H -1.8574 -6.7863 -3.1299
H -2.4275 -8.0194 -2.0029
C -0.1751 -5.8563 2.8057
O -1.4547 -5.4650 2.3498
C -1.4537 -4.4070 1.3844
C -2.6600 -3.5078 1.4543
O -2.5572 -2.5141 2.4748
C -2.6810 -2.9896 3.7961
H 0.1083 -5.2363 3.6650
H 0.5623 -5.8094 2.0033
H -0.3284 -6.8541 3.2173
H -1.5177 -4.9443 0.4293
H -0.5341 -3.8231 1.4649
H -3.6160 -4.0222 1.6000
H -2.7760 -2.9721 0.5113
H -2.2898 -2.2031 4.4382
H -1.9388 -3.7916 3.9478
H -3.5725 -3.4945 4.1776
C 4.1010 -4.6076 0.4116
O 3.8049 -5.1228 1.6787
C 3.0003 -4.2228 2.4214
C 2.9188 -4.7766 3.8146
O 4.0307 -4.5808 4.6766
C 5.1145 -5.4204 4.3495
H 4.8722 -5.1260 -0.1592
H 4.4521 -3.5762 0.5678
H 3.2205 -4.5871 -0.2433
H 2.0419 -4.1083 1.8952
H 3.3673 -3.1842 2.4021
H 2.5741 -5.8118 3.7611
H 2.1602 -4.1726 4.3235
H 5.8885 -5.4378 5.1203
H 5.6541 -5.0241 3.4808
H 4.8562 -6.4582 4.1251
C -0.7708 4.1254 -9.0621
O -0.0819 4.5838 -7.9003
C 0.6066 3.5197 -7.2762
C 1.7959 4.1013 -6.4812
O 2.8323 3.1619 -6.3773
C 3.9841 3.6448 -5.7151
H -1.3423 4.9200 -9.5260
H -1.4731 3.3523 -8.7098
H -0.0774 3.5711 -9.7008
H 0.9851 2.7571 -7.9593
H -0.0598 3.0804 -6.5302
H 1.3674 4.3823 -5.5118
H 2.1943 4.9795 -6.9996
H 4.5127 4.3600 -6.3484
H 4.6097 2.7898 -5.4680
H 3.7310 4.1073 -4.7546
C -4.8807 1.7140 0.8839
O -5.0903 0.7122 -0.0675
C -4.5909 0.9839 -1.3670
C -3.0756 1.1848 -1.4220
O -2.3063 0.0531 -1.1082
C -2.2542 -0.4167 0.2028
H -3.8568 1.8801 1.2316
H -5.5152 1.4981 1.7418
H -5.2261 2.6861 0.5043
H -4.9722 1.9823 -1.6247
H -4.9734 0.2404 -2.0565
H -2.7215 2.0643 -0.8717
H -2.8270 1.4080 -2.4624
H -3.1194 -0.9722 0.5678
H -2.0992 0.3679 0.9652
H -1.3251 -0.9598 0.3905
C -1.3601 3.9443 -3.7403
O -2.3133 4.7535 -3.0237
C -3.6201 4.3256 -3.3189
C -4.6643 5.4479 -3.1283
O -4.7996 5.9937 -1.8325
C -5.0524 5.0338 -0.8404
H -1.5493 4.2215 -4.7832
H -1.5105 2.8889 -3.5236
H -0.3634 4.3182 -3.5208
H -3.9657 3.4344 -2.7916
H -3.6479 4.1734 -4.4070
H -5.6258 4.9524 -3.3268
H -4.5002 6.2419 -3.8500
H -4.1562 4.4220 -0.6603
H -5.8970 4.3729 -1.0673
H -5.1847 5.6266 0.0655

These are the Löwdin partial charges, in e, on atoms 1 to 6:
1. O 0.06
2. N -0.33
3. O 0.07
4. C -0.14
5. C 0.00
6. C -0.04



[2]
C47H48AgBrN4O4Si | wB97M-V/def2-TZVPD

Properties
Total charge: 0
Total energy, eV: -145586.19669

Positions of all 106 atoms, in Å:
Ag -0.6701 0.7764 0.5724
C -1.0863 1.0186 4.1614
O -0.0655 0.7455 3.1609
C 1.2252 0.5282 3.6011
C 1.6396 0.5270 4.9366
C 3.0055 0.3162 5.2293
Br 3.5600 0.2983 7.0039
C 3.9445 0.1507 4.2239
C 3.5090 0.1564 2.8792
C 2.1438 0.3276 2.5604
O 1.7043 0.3107 1.2813
C 4.4277 0.0420 1.7787
N 4.0310 0.0089 0.5004
C 5.2197 -0.0425 -0.2706
C 5.3853 -0.0634 -1.6581
C 6.7115 -0.0405 -2.1239
C 7.8098 -0.0151 -1.2526
C 7.6521 -0.0107 0.1478
C 6.3492 -0.0272 0.6204
N 5.7860 0.0038 1.9288
H -1.1964 0.1516 4.8475
H -2.0336 1.1901 3.6173
H -0.8326 1.9320 4.7287
H 0.9166 0.6795 5.7508
H 5.0019 0.0163 4.4757
H 2.6033 0.1897 0.7063
H 4.5046 -0.0983 -2.3161
H 6.8998 -0.0259 -3.2072
H 8.8131 0.0067 -1.6827
H 8.5075 0.0230 0.8381
H 6.3064 0.0513 2.8117
C -0.3471 0.1686 -1.5860
Si -0.7706 -1.6079 -1.7482
C -2.1246 -2.1085 -0.4898
N -1.8330 -1.7046 0.8984
C -0.7547 -2.5194 1.5673
C -1.2633 -3.2772 2.7936
C -2.6092 -4.0103 2.5338
C -3.6668 -3.0374 1.9464
C -3.0948 -1.6252 1.7050
C 0.6993 -2.7549 -1.5296
C 0.5480 -4.1574 -1.7176
C 1.6540 -5.0157 -1.5916
C 2.9360 -4.5110 -1.3121
C 3.0952 -3.1204 -1.1168
C 1.9917 -2.2477 -1.2145
C -1.4965 -1.9845 -3.4390
C -2.8355 -1.6462 -3.7590
C -3.3313 -1.8054 -5.0507
C -2.5076 -2.2747 -6.0838
C -1.1755 -2.6150 -5.7874
C -0.6825 -2.4809 -4.4851
H -1.0586 0.8594 -2.0708
H 0.6718 0.5258 -1.7519
H -2.2716 -3.2106 -0.5897
H -3.0954 -1.6584 -0.8370
H 0.0666 -1.8412 1.8192
H -0.3585 -3.2212 0.8109
H -1.3497 -2.5883 3.6583
H -0.4946 -4.0110 3.0684
H -2.9703 -4.4369 3.4906
H -2.4401 -4.8910 1.8761
H -4.5152 -2.9293 2.6553
H -4.1259 -3.4231 1.0106
H -2.8479 -1.1552 2.6738
H -3.8006 -0.9491 1.1777
H -0.4212 -4.5970 -1.9949
H 1.4833 -6.0772 -1.7310
H 3.7895 -5.1831 -1.2215
H 4.0751 -2.6965 -0.8791
H 2.1412 -1.1676 -1.1138
H -3.5236 -1.2558 -2.9902
H -4.3714 -1.5209 -5.2515
H -2.8840 -2.3587 -7.1011
H -0.4946 -2.9498 -6.5701
H 0.3650 -2.7702 -4.3029
C -1.5902 4.1472 -2.8492
O -1.7737 4.5537 -1.4598
C -0.8169 4.2025 -0.5609
C 0.3842 3.5782 -0.9067
C 1.3372 3.3346 0.0968
C 1.1130 3.7175 1.4294
C -0.0841 4.3329 1.7778
C -1.0746 4.5326 0.8002
N -2.3023 5.1111 1.1800
C -3.5508 4.9302 0.6924
C -4.0201 3.8236 -0.0498
C -5.2074 3.9943 -0.7962
C -5.7064 2.9558 -1.5757
C -5.0051 1.7507 -1.6794
C -3.8464 1.5307 -0.9343
C -3.3496 2.4909 -0.0286
O -2.4135 2.2263 0.8353
H -2.5343 4.3904 -3.3519
H -1.3830 3.0673 -2.9723
H -0.7937 4.7537 -3.3215
H 0.5870 3.2671 -1.9405
H 2.2601 2.8128 -0.1655
H 1.8555 3.4817 2.1927
H -0.2849 4.6362 2.8156
H -2.2061 5.7893 1.9367
H -4.2602 5.7536 0.8193
H -5.7487 4.9449 -0.7477
H -6.6500 3.0728 -2.1130
H -5.3869 0.9625 -2.3404
H -3.3215 0.5706 -1.0028

These are the Löwdin partial charges, in e, on atoms 1 to 6:
1. Ag 0.75
2. C -0.05
3. O -0.14
4. C -0.20
5. C -0.04
6. C -0.72



[3]
C9H19Br6NO | wB97M-V/def2-TZVPD

Properties
Total charge: 0
Total energy, eV: -433427.22872

Positions of all 36 atoms, in Å:
Br 23.2671 2.8556 11.7571
C 23.7714 3.8733 13.4885
C 24.4880 2.9035 14.5608
Br 26.3508 2.7200 14.0600
H 22.8053 4.1008 13.9391
H 24.3843 4.7453 13.2607
H 24.0984 1.8984 14.7221
H 24.5319 3.3527 15.5530
Br 22.6580 6.1501 14.1288
C 21.5078 5.2931 15.5118
C 20.5274 6.4040 16.1004
Br 19.5277 5.8165 17.7643
H 22.2311 4.8686 16.2081
H 20.9788 4.4667 15.0372
H 19.7165 6.5020 15.3786
H 20.9658 7.3860 16.2784
Br 15.4909 6.5191 18.7247
C 15.9374 4.7437 17.9168
C 17.2499 4.9104 17.1905
Br 17.6885 3.2739 16.2128
H 15.0987 4.4814 17.2719
H 16.0028 4.0789 18.7782
H 18.0810 5.2114 17.8283
H 17.2087 5.7273 16.4700
C 26.3246 6.2646 15.0186
O 25.9337 5.5463 14.0909
N 25.5295 6.5314 16.1268
C 26.0688 7.1659 17.3138
C 24.1880 6.0677 16.1732
H 27.2912 6.7910 15.0465
H 25.3585 7.5170 18.0623
H 26.7107 7.9940 17.0130
H 26.8009 6.4953 17.7636
H 23.5516 6.9474 16.0773
H 23.9136 5.4305 15.3325
H 23.8486 5.6107 17.1028

These are the Löwdin partial charges, in e, on atoms 1 to 6:
1. Br 0.50
2. C -0.72
3. C -0.63
4. Br 0.66
5. H -0.09
6. H -0.03



[4]
CH2OS | wB97M-V/def2-TZVPD

Properties
SMILES: O=CS
Total charge: 0
Total energy, eV: -13951.29493

Positions of all 5 atoms, in Å:
O 1.2757 -0.4025 -0.1231
C 0.3772 0.4364 -0.1190
S -1.2204 -0.0854 -0.1233
H 0.4498 1.4613 0.1603
H -0.8823 -1.4098 0.2052

Let us look at the Löwdin charges, expressed in e, one per atom:
1. O -0.08
2. C -0.74
3. S 0.81
4. H 0.06
5. H -0.05



[5]
C31H94N32O19 | wB97M-V/def2-TZVPD

Properties
Total charge: 0
Total energy, eV: -120274.35314

Positions of all 176 atoms, in Å:
C 6.5561 1.2406 1.9765
C 5.2656 0.5957 1.3932
C 4.5142 1.5772 0.4226
C 3.3437 2.2242 1.2689
C 2.4696 3.2618 0.4721
C 2.4324 4.6828 1.1362
C 1.0326 5.2032 1.5802
C 0.2035 4.2299 2.4706
C -0.9494 3.4798 1.7003
C -2.2991 4.1724 2.0475
C -3.5459 3.8049 1.1612
C -3.3498 2.6669 0.1380
C -3.4727 1.3150 0.8956
C -2.8327 0.1156 0.1524
O -1.6219 -0.2721 0.8021
C -1.8217 -1.0871 1.8044
O -2.6011 -0.9972 2.6249
O -0.9467 -2.1103 1.8433
H 7.4118 0.5844 1.7585
H 6.7479 2.2323 1.5421
H 6.5212 1.3754 3.0657
H 5.4632 -0.3457 0.8800
H 4.5853 0.3688 2.2332
H 5.2276 2.3587 0.1209
H 4.1490 1.0188 -0.4491
H 2.6819 1.4029 1.5936
H 3.8227 2.6710 2.1493
H 1.4416 2.9195 0.3112
H 2.9259 3.3446 -0.5288
H 3.1777 4.7680 1.9408
H 2.7608 5.3807 0.3451
H 0.4454 5.4615 0.6826
H 1.1230 6.1438 2.1483
H 0.8302 3.5519 3.0624
H -0.3231 4.8648 3.2072
H -0.7328 3.5718 0.6308
H -0.9469 2.4080 1.9481
H -2.5578 3.9731 3.0996
H -2.1043 5.2552 1.9739
H -4.3207 3.4460 1.8587
H -3.9759 4.7083 0.7071
H -4.2150 2.7137 -0.5486
H -2.4543 2.7520 -0.4821
H -4.5251 1.1416 1.1634
H -2.9485 1.3900 1.8614
H -2.6738 0.4253 -0.8842
H -3.5738 -0.6948 0.1285
H -0.6003 -2.0937 2.7322
C -6.0930 1.3966 4.7083
O -6.7626 2.3762 5.0202
N -6.3815 0.1343 5.1419
N -4.9921 1.4845 3.8931
H -5.8460 -0.6790 4.8973
H -7.1761 0.0259 5.7382
H -4.7479 2.3922 3.5547
H -4.4300 0.6962 3.6249
C -6.5042 -3.9321 4.7600
O -6.4679 -2.9183 5.4509
N -7.6624 -4.6158 4.5225
N -5.3865 -4.4606 4.1696
H -7.7211 -5.4462 3.9598
H -8.4952 -4.2544 4.9406
H -4.5199 -3.9837 4.3226
H -5.3942 -5.2853 3.6027
C 6.5141 -1.5250 -1.9637
O 6.3192 -0.4939 -1.3031
N 5.5277 -2.3731 -2.3321
N 7.7709 -1.8886 -2.3779
H 5.6831 -3.2035 -2.8672
H 4.5907 -2.1415 -2.0497
H 8.5259 -1.2842 -2.1236
H 7.9648 -2.7135 -2.9167
C 4.1557 3.9114 -3.7040
O 3.3757 4.7765 -4.0938
N 5.4871 4.1630 -3.4978
N 3.7646 2.6334 -3.4447
H 6.1399 3.4743 -3.1797
H 5.8098 5.0924 -3.6781
H 2.7976 2.4119 -3.5866
H 4.3865 1.9137 -3.1260
C 6.5883 -2.6121 -5.9003
O 6.4722 -3.0617 -4.7608
N 6.1507 -1.3560 -6.2335
N 7.1566 -3.3213 -6.9151
H 6.2305 -0.9644 -7.1500
H 5.7266 -0.8110 -5.5075
H 7.4945 -4.2604 -6.7031
H 7.2580 -2.9705 -7.8462
C -10.6757 -4.7649 2.5438
O -9.9024 -5.7210 2.5260
N -11.9348 -4.8203 2.0325
N -10.3296 -3.5572 3.0846
H -12.5776 -4.0428 2.0400
H -12.2259 -5.6869 1.6279
H -9.4090 -3.4771 3.4711
H -10.9405 -2.7637 3.1120
C 4.8794 3.3129 5.3415
O 4.5567 3.3787 4.1660
N 4.6009 2.2195 6.1209
N 5.5470 4.3259 5.9798
H 4.8555 2.1433 7.0854
H 4.1145 1.4613 5.6857
H 5.7662 5.1390 5.4395
H 5.8211 4.2934 6.9414
C 11.4567 0.1365 -2.0568
O 11.8831 -0.6226 -1.1916
N 12.2073 0.5060 -3.1419
N 10.1985 0.6743 -2.0067
H 11.8823 1.1229 -3.8602
H 13.1324 0.1268 -3.2085
H 9.6226 0.4265 -1.2220
H 9.8298 1.2950 -2.7005
C 8.9880 -6.4996 -7.7573
O 8.7794 -5.4765 -7.1123
N 7.9854 -7.3559 -8.1215
N 10.2403 -6.8651 -8.1632
H 8.1330 -8.1947 -8.6464
H 7.0550 -7.1175 -7.8390
H 10.9968 -6.2595 -7.9121
H 10.4354 -7.6935 -8.6890
C 14.6091 2.1397 0.5595
O 15.3687 2.6914 1.3425
N 13.5366 1.3977 0.9669
N 14.7696 2.2192 -0.8036
H 12.9037 0.9377 0.3363
H 13.3859 1.3160 1.9520
H 15.5440 2.7540 -1.1413
H 14.1594 1.7755 -1.4618
C 10.5072 -4.2427 0.3567
O 11.6072 -4.5266 0.8081
N 10.2512 -3.0589 -0.2796
N 9.4304 -5.0935 0.4512
H 9.3545 -2.8110 -0.6550
H 11.0149 -2.4074 -0.3692
H 9.5798 -5.9690 0.9102
H 8.5211 -4.8826 0.0896
C 0.8451 3.0825 -6.6117
O 1.7220 2.2347 -6.4987
N -0.3386 2.8326 -7.2676
N 0.9668 4.3420 -6.0977
H -1.0693 3.5071 -7.3732
H -0.4610 1.9194 -7.6563
H 1.8241 4.5603 -5.6085
H 0.2613 5.0460 -6.1794
C -14.3790 -1.8572 0.4653
O -13.9699 -2.7065 1.2560
N -13.7317 -1.5799 -0.7102
N -15.5047 -1.1252 0.6938
H -14.0440 -0.8933 -1.3682
H -12.9004 -2.1002 -0.9087
H -16.0128 -1.3055 1.5608
H -15.8522 -0.4292 0.0612
C -18.1684 -2.2195 3.4238
O -17.2728 -1.9172 2.6428
N -17.9428 -2.4127 4.7571
N -19.4635 -2.3879 3.0225
H -18.6571 -2.6601 5.4125
H -17.0034 -2.2977 5.0831
H -19.6619 -2.2539 2.0507
H -20.2101 -2.6347 3.6409
C -14.2750 2.8419 1.2837
O -14.7178 3.0022 0.1536
N -14.6153 1.7656 2.0577
N -13.4027 3.7256 1.8657
H -14.2673 1.6105 2.9827
H -15.2486 1.1016 1.6595
H -13.1333 4.5233 1.3258
H -13.0284 3.6140 2.7869
C -0.2541 -2.1191 -2.3110
O 0.5590 -1.7092 -3.1263
N 0.0742 -2.3991 -1.0164
N -1.5711 -2.3295 -2.6331
H -0.5827 -2.7297 -0.3383
H 1.0260 -2.2556 -0.7410
H -1.8477 -2.1334 -3.5746
H -2.2559 -2.6635 -1.9849

These are the Löwdin partial charges, in e, on atoms 1 to 6:
1. C -0.10
2. C -0.25
3. C -0.21
4. C -0.19
5. C -0.17
6. C -0.19



- Number 5 is which compound?
  C31H94N32O19